{
  "formula": "C36H38O2P2Re",
  "method": "ωB97M-V/def2-TZVPD",
  "elements": ["Re", "C", "C", "C", "C", "C", "C", "C", "C", "C", "H", "H", "H", "H", "H", "H", "H", "H", "H", "H", "H", "H", "H", "H", "H", "P", "P", "C", "C", "C", "C", "C", "C", "C", "C", "C", "C", "C", "C", "C", "C", "C", "C", "C", "C", "C", "C", "C", "C", "C", "C", "C", "C", "H", "H", "H", "H", "H", "H", "H", "H", "H", "H", "H", "H", "H", "H", "H", "H", "H", "H", "H", "H", "H", "H", "O", "C", "O", "H"],
  "xyz": [[1.4586, -2.9655, 4.2956], [1.9335, -1.6298, 5.8032], [1.2342, -0.9335, 4.7406], [2.0217, 0.0751, 3.9280], [2.8112, -0.6021, 2.8092], [2.6716, -2.1155, 2.8863], [3.5378, -2.8510, 3.7889], [4.2753, -2.2301, 4.9583], [3.4427, -1.4609, 5.9800], [-0.3235, -3.0345, 3.3049], [1.3806, -1.7052, 6.7481], [0.2067, -0.6366, 4.9561], [2.6818, 0.6843, 4.5664], [1.3316, 0.8274, 3.5367], [2.4707, -0.2640, 1.8125], [3.8615, -0.2779, 2.9269], [2.4726, -2.6007, 1.9248], [4.0428, -3.7016, 3.2928], [5.0831, -1.5615, 4.5997], [4.7973, -3.0413, 5.4921], [3.6894, -1.8195, 6.9917], [3.7524, -0.4048, 5.9574], [-1.0736, -3.2203, 4.1019], [-0.3930, -3.8863, 2.5949], [-0.5833, -2.1068, 2.7866], [-2.2687, 1.9430, -1.4651], [-0.9290, -0.0376, -3.5039], [-0.7874, 2.4738, -2.3719], [-0.1915, 1.5899, -3.2213], [-3.3908, 3.3859, -1.7664], [-2.8998, 4.6461, -2.1395], [-3.7686, 5.7093, -2.4085], [-5.1480, 5.5416, -2.2899], [-5.6536, 4.2817, -1.9508], [-4.7913, 3.2086, -1.7023], [-1.7380, 2.0006, 0.2865], [-0.8765, 0.9820, 0.7418], [-0.5006, 0.9495, 2.0797], [-0.8847, 1.9850, 2.9470], [-1.7037, 3.0194, 2.4820], [-2.1625, 3.0075, 1.1637], [-1.0356, 0.0267, -5.3646], [-1.9447, 0.9111, -5.9798], [-2.1094, 0.9047, -7.3706], [-1.3344, 0.0578, -8.1773], [-0.3629, -0.7470, -7.5743], [-0.2249, -0.7736, -6.1806], [0.4868, -1.1568, -3.2277], [0.2140, -2.5344, -3.0932], [1.2569, -3.4166, -2.8293], [2.5657, -2.9379, -2.6977], [2.8409, -1.5817, -2.8772], [1.8000, -0.6870, -3.1220], [-0.3926, 3.4871, -2.2213], [0.7095, 1.8313, -3.8024], [-1.8297, 4.8083, -2.2305], [-3.3659, 6.6735, -2.7148], [-5.8188, 6.3837, -2.4765], [-6.7346, 4.1468, -1.9018], [-5.2030, 2.2261, -1.4707], [-0.5172, 0.1967, 0.0740], [0.0640, 0.0795, 2.4190], [-0.5545, 1.9731, 3.9853], [-2.0052, 3.8211, 3.1566], [-2.8493, 3.7777, 0.8157], [-2.5430, 1.5865, -5.3659], [-2.8590, 1.5494, -7.8309], [-1.4763, 0.0310, -9.2637], [0.2915, -1.3660, -8.1882], [0.5175, -1.4276, -5.7223], [-0.8082, -2.9048, -3.1807], [1.0556, -4.4828, -2.7259], [3.3790, -3.6256, -2.4727], [3.8651, -1.2138, -2.8342], [2.0133, 0.3729, -3.2272], [0.3902, -5.6808, 6.7192], [0.9213, -4.8200, 6.0505], [1.3158, -4.9265, 4.7716], [1.1936, -3.7859, 6.4674]],
  "atomic_forces_ev_per_a": [[-0.17, -3.60, 0.21], [-0.29, 2.44, 0.68], [0.24, 1.88, 2.14], [-0.42, 0.79, -0.18], [-0.08, 0.58, -0.29], [1.82, 0.37, -0.89], [0.55, -0.04, -2.06], [0.86, -0.80, -0.02], [-0.44, -0.04, 0.78], [-0.57, 0.06, -0.98], [0.02, -0.44, -0.36], [-0.02, -0.29, -0.02], [-0.13, -0.53, 0.08], [0.27, -0.33, 0.02], [0.11, -0.13, 0.50], [-0.29, -0.52, -0.37], [0.21, -0.05, 0.14], [-0.58, 0.02, 0.82], [-0.37, -0.38, -0.23], [-0.16, 0.21, -0.37], [-0.04, 0.10, -0.42], [-0.54, -0.20, 0.02], [0.37, 0.13, 0.00], [0.29, 0.37, 0.37], [0.00, -0.07, 0.06], [0.10, 1.11, -0.32], [0.88, 0.55, -1.34], [1.12, -1.27, -1.16], [-0.68, 1.51, 1.20], [-0.66, -0.28, -0.01], [0.00, 0.08, -0.07], [0.04, -0.21, 0.14], [0.22, -0.33, 0.02], [0.08, 0.04, -0.01], [0.23, 0.17, 0.00], [0.16, -0.16, -0.04], [-0.38, 0.21, 0.15], [-0.31, 0.17, -0.26], [-0.10, -0.20, -0.35], [0.14, -0.26, 0.06], [0.05, -0.20, 0.01], [-0.34, 0.11, 0.03], [-0.13, -0.28, -0.15], [0.13, -0.08, 0.18], [0.09, 0.06, 0.42], [-0.07, 0.11, 0.20], [-0.04, -0.26, -0.08], [-0.44, -0.56, 0.41], [0.27, 0.36, 0.07], [0.15, 0.02, 0.05], [-0.14, 0.08, -0.16], [-0.16, -0.04, 0.03], [-0.05, -0.13, 0.09], [0.00, -0.53, 0.00], [-0.48, 0.14, 0.22], [-0.27, 0.12, 0.01], [-0.03, -0.24, 0.13], [0.20, -0.36, 0.04], [0.33, -0.09, 0.05], [0.05, 0.24, -0.01], [-0.24, 0.18, 0.05], [-0.17, 0.44, -0.09], [-0.15, 0.06, -0.19], [0.07, -0.23, -0.20], [0.19, -0.14, 0.08], [0.04, -0.19, -0.18], [0.25, -0.12, 0.18], [0.06, 0.07, 0.51], [-0.20, 0.13, 0.19], [-0.21, 0.12, -0.23], [0.24, 0.09, 0.00], [0.04, 0.28, -0.01], [-0.19, 0.11, -0.12], [-0.24, -0.11, 0.05], [0.08, -0.27, 0.01], [1.07, 1.79, -1.35], [-0.89, -1.82, 1.78], [0.19, 1.45, 0.14], [-0.54, -0.96, 0.21]],
  "lowdin_spin": [1.11, 0.08, 0.17, 0.04, 0.04, 0.07, 0.11, 0.03, 0.02, 0.05, 0.01, 0.02, 0.01, 0.00, 0.00, 0.00, 0.01, 0.01, 0.01, 0.00, 0.00, 0.00, 0.00, 0.00, 0.03, 0.28, 0.29, 0.02, 0.01, 0.05, 0.01, 0.00, 0.01, 0.00, 0.01, 0.04, 0.02, 0.00, 0.02, 0.00, 0.02, 0.05, 0.02, 0.00, 0.03, 0.00, 0.02, 0.04, 0.01, 0.00, 0.01, 0.00, 0.01, 0.01, 0.01, 0.00, 0.00, 0.00, 0.00, 0.00, 0.00, 0.00, 0.00, 0.00, 0.00, 0.00, 0.00, 0.00, 0.00, 0.00, 0.00, 0.00, 0.00, 0.00, 0.00, 0.02, 0.02, 0.13, 0.01],
  "spin_multiplicity": 4,
  "e_tot_ha": -2305.2758,
  "charge": 2,
  "molar_mass_g_mol": 750.85,
  "homo_lumo_gap_ev": [6.0, 4.4],
  "lumo_energy_ev": [-7.31, -8.84],
  "e_above_lowest_kcal_mol": 9.3
}